[1]
A structure of composition C23H28N4RhTe. Source: the OMol25 dataset; level of theory: ωB97M-V with the def2-TZVPD basis set.

```
57
Properties=species:S:1:pos:R:3:lowdin_charge:R:1
H 1.68187 -2.65742 -0.38419 0.137
C -1.37157 2.85969 -2.84216 0.050
C -1.50327 -2.31563 2.79758 -0.043
H 0.09211 -1.46150 1.62715 0.073
H 2.27415 3.29385 1.08331 0.105
H 4.70441 3.09290 1.41676 0.129
C -0.80530 -1.24761 2.23578 -0.220
H -3.22541 -0.22479 -0.03575 0.151
C 2.68518 2.37924 1.50016 -0.145
C -0.13003 3.15717 -3.39631 0.036
C 4.05668 2.27224 1.69548 -0.036
C 2.38012 0.18208 2.49406 -0.136
H 0.46285 -3.33224 -2.48370 0.150
C 1.61789 -1.98676 -1.24415 -0.134
C 4.58809 1.12911 2.27984 -0.020
C 0.83689 1.34587 -2.17941 -0.216
N -0.36887 1.08529 -1.65795 -0.040
H -3.00489 -2.88983 4.21115 0.134
H 5.65460 1.05414 2.44433 0.130
H -2.75662 -2.81824 -0.94456 0.140
H -2.24861 3.44004 -3.09649 0.147
H 2.26607 -0.13387 -2.65497 0.145
H -1.25229 -3.33614 2.53617 0.125
H -3.79294 -0.96438 -2.19785 0.151
C -2.76489 -0.75758 4.13762 -0.005
H 2.81385 0.96748 -1.41039 0.148
H -2.85044 2.04371 -0.32173 0.131
H -3.52114 -0.57310 4.88946 0.136
N -0.77667 -2.18151 -1.16833 -0.135
C -2.08037 0.31678 3.57786 -0.093
H 4.17032 -0.78392 3.16214 0.128
C 1.86155 1.32941 1.90156 -0.525
N -2.53564 -0.00622 -0.75202 -0.124
C 3.75323 0.09077 2.68121 -0.036
N 1.51452 -0.57877 -0.72047 -0.120
H -2.19718 -2.89184 -2.60864 0.148
H 2.13327 -0.47110 0.08277 0.099
H 1.73471 -0.61607 2.84360 0.098
C 1.94423 0.41653 -1.76775 -0.067
H 2.53567 -2.10934 -1.81989 0.144
C -1.08844 0.06453 2.64410 -0.514
C -2.73285 -0.91300 -1.94302 -0.139
H 1.95488 2.62513 -3.48620 0.147
Rh -0.51180 -0.27730 -0.24997 0.884
H 0.26103 -1.63095 -2.91405 0.133
H -0.03370 3.98182 -4.09057 0.144
C -1.46470 1.81334 -1.94966 -0.246
C -2.47936 -2.06406 3.75051 -0.014
Te -0.18793 1.59140 1.53288 1.665
C 0.98483 2.40190 -3.06157 0.045
C -2.70487 1.40771 -1.19721 -0.106
H -2.31059 1.32751 3.88978 0.119
H -0.67480 -2.90023 -0.45511 0.133
C 0.38790 -2.32163 -2.07723 -0.143
H -2.21811 -0.44206 -2.78151 0.127
H -3.59199 1.51134 -1.82600 0.152
C -2.16565 -2.29387 -1.69641 -0.127
```

- Frontier orbital gap (spin up / spin down): 7.33 / 7.33 eV
- Net charge: +3
- Lowest unoccupied orbital energy (spin up / spin down): -10.421 / -10.422 eV
- E_tot: -40541.826 eV
- Max |F|: 0.4 eV/A
- HOMO energy (spin up / spin down): -0.652 / -0.652 hartree

=====

[2]
An isolated molecule of C11H12ClN3O2S. Source: the OMol25 dataset; level of theory: ωB97M-V with the def2-TZVPD basis set.

```
30
Properties=species:S:1:pos:R:3:lowdin_charge:R:1
C 2.91708 0.05909 0.18068 -0.250
H 3.67189 -0.74050 0.19854 0.124
H 0.30769 1.06452 1.35426 0.095
C -3.52570 -0.92240 -0.20458 -0.592
C -3.34466 1.49938 0.38069 -0.027
N -1.25575 2.35214 1.16458 0.079
S 0.88191 -1.51185 0.84741 0.658
H 2.80830 0.44957 1.19304 0.111
C -1.57640 -2.30620 0.00637 -0.037
H -2.91996 3.52355 0.93535 0.106
C -0.84486 -1.24124 0.44845 -0.213
C -2.79732 0.20695 0.24782 -0.171
C -0.72364 1.16861 1.05669 -0.078
H 2.56259 1.90532 -0.85587 0.115
H 1.64980 -0.82255 -1.15540 0.108
H -3.50265 -3.00061 -0.66385 0.111
C 3.35564 1.15791 -0.78409 -0.277
N 1.61822 -0.45152 -0.21584 -0.138
O 1.19704 -2.87572 0.52038 -0.294
O 1.16194 -1.05208 2.17380 -0.278
H -4.37938 1.67387 0.13168 0.084
C -1.42668 0.03227 0.58941 -0.117
H 4.25678 1.64094 -0.37216 0.112
H 3.78684 1.32064 -2.77498 0.069
Cl -5.18845 -0.74778 -0.61710 0.730
C -2.54269 2.51575 0.82608 -0.131
H -1.09273 -3.26571 -0.08406 0.114
H 4.32247 -0.07193 -2.09641 0.072
N 3.55440 0.59190 -2.11014 -0.010
C -2.93173 -2.15233 -0.32075 -0.074
```

- Frontier orbital gap: 8.59 eV
- Net charge: 0
- Lowest unoccupied orbital energy: -0.451 eV
- E_tot: -43524.480 eV
- SMILES: NCCNS(=O)(=O)c1ccc(Cl)c2ccncc12
- Max |F|: 0.9 eV/A
- HOMO energy: -0.332 hartree

=====

[3]
A cluster of 2 separate species, C42H37N7O5 in total at a distorted geometry. Source: the OMol25 dataset; level of theory: ωB97M-V with the def2-TZVPD basis set.

```
91
Properties=species:S:1:pos:R:3:lowdin_charge:R:1
C 1.19200 -5.05161 -6.81711 -0.056
C 5.49545 3.00681 4.95857 -0.191
H -2.86997 -3.56143 -3.08566 0.082
C -1.30961 2.30071 -3.29605 -0.081
O 1.43791 4.76710 3.05301 0.052
C 4.52084 2.41558 4.12819 -0.078
H -2.26722 2.65379 -2.86147 0.075
H -0.76639 -4.31790 1.45703 0.118
C -3.99491 -2.54140 2.73543 -0.067
C 2.45202 -2.42568 -2.73484 -0.036
C -2.29884 -4.26446 3.01323 -0.073
H 1.49732 -6.09348 -6.63983 0.088
N 2.51215 5.35736 3.33645 -0.293
N -1.43217 -1.11483 -0.60628 0.146
C -0.54942 -0.25574 2.09080 -0.026
C 0.63557 3.59443 0.30333 -0.087
C 4.74414 5.18502 4.25529 0.089
H -2.68969 -5.16008 -3.81938 0.081
H 0.17702 -0.79407 1.47018 0.081
C 5.61186 4.43292 5.04918 -0.130
C -1.57274 0.47148 1.26559 -0.186
N 4.41486 1.09045 4.57556 -0.140
C 0.80863 -4.41409 -5.51517 -0.260
C 6.50172 4.88271 6.08941 -0.153
H 1.20155 -0.04981 -0.97703 0.100
H 2.67954 2.65652 3.08696 0.115
N 5.99093 2.18207 5.90710 0.161
C -0.11189 3.14329 -0.76277 -0.033
H -2.86717 0.33578 -2.78576 0.067
C -0.86218 -4.07688 -3.76915 -0.185
O 2.58386 6.59989 3.47048 0.073
C 3.57571 3.15310 3.43471 0.113
N 7.18589 5.27944 6.95188 0.182
C -2.19216 -4.41947 -3.17914 -0.049
H 4.81781 6.27063 4.24866 0.138
N -0.95804 -3.26108 -0.96719 0.203
H -4.85991 -1.98662 3.11001 0.111
C -0.76811 -1.17218 -1.81779 -0.049
H -4.33253 2.39733 -0.67763 0.120
H 0.33580 -5.06613 -7.50592 0.082
H -4.49134 0.75977 -2.22229 0.088
C -1.54489 -2.43076 -0.14899 -0.189
H 2.53121 -1.34571 -2.93138 0.083
C -3.44327 -3.59872 3.47491 -0.071
C -2.23856 -2.80385 1.08377 -0.151
H -3.88367 -0.88618 -1.95988 0.085
H 2.76630 -3.57124 -5.09823 0.121
C 0.09684 1.82175 -1.26324 -0.203
C -3.55257 1.86279 -0.13732 0.006
H -1.01772 -0.96975 2.78783 0.086
H -4.18554 4.20788 0.86329 0.078
O 5.33846 0.97120 5.67051 0.056
C -0.32572 -0.07415 -2.71565 -0.311
C 1.73398 -3.67318 -4.76742 0.004
H -3.97100 3.61135 2.53942 0.087
C -0.45503 -4.67208 -4.96879 -0.006
C -0.63453 1.36481 -2.37139 -0.235
O 0.47261 -0.33438 -3.64691 0.043
C -1.68920 -3.86855 1.82870 -0.024
H -2.62475 4.41807 1.69952 0.086
C -3.42484 -2.16211 1.52682 -0.017
H -1.50025 1.82992 -4.27728 0.092
H 2.32665 3.20624 1.54701 0.032
N -0.44750 -2.47490 -2.00153 0.052
C 1.63858 2.77563 0.83531 -0.123
C -2.07494 1.68469 1.74416 0.004
H -1.67468 2.09538 2.67280 0.131
C -3.02958 2.40453 1.03666 -0.266
H 2.02483 -4.50861 -7.27838 0.079
H -0.87927 3.79189 -1.21626 0.113
H -1.13073 -5.37153 -5.47688 0.122
H -2.06872 -4.86005 -2.18364 0.074
C -3.59607 0.17349 -1.97702 -0.023
H 0.45391 4.57461 0.74129 0.096
H -3.91870 -3.90994 4.40404 0.105
C -3.48083 3.73649 1.56040 -0.044
C 0.03274 -3.18230 -3.14518 -0.114
H 2.31634 -2.59447 -1.65921 0.084
H -3.86116 -1.34901 0.93172 0.119
C -2.02101 0.02794 0.01300 -0.168
C 3.68425 4.54908 3.55019 -0.106
O 3.71057 0.15301 4.25988 0.102
C 1.37993 -3.08205 -3.55064 -0.194
C 1.75824 1.43179 0.47923 -0.094
H -1.86545 -5.08366 3.58476 0.106
H 3.41281 -2.87413 -3.02974 0.082
H 2.41114 0.75417 1.02271 0.102
C -3.05787 0.67075 -0.66700 -0.210
H 0.00863 0.47159 2.70162 0.084
H -0.71026 3.22044 -3.43176 0.083
C 1.03199 0.96261 -0.60637 -0.036
```

- Frontier orbital gap: 3.11 eV
- Net charge: 0
- Lowest unoccupied orbital energy: -2.462 eV
- E_tot: -64811.871 eV
- Max |F|: 3.5 eV/A
- HOMO energy: -0.205 hartree